Record 1
{
  "formula": "C5H18Si3",
  "method": "the ωB97M-V functional and the def2-TZVPD basis",
  "species": ["C", "Si", "Si", "C", "C", "H", "H", "H", "H", "H", "H", "H", "H", "H", "H", "H", "H", "C", "Si", "C", "H", "H", "H", "H", "H", "H"],
  "xyz": [[1.405641, -1.247603, -2.903084], [2.295328, -1.374291, -1.281137], [2.110425, 0.405020, 0.103084], [1.057472, 0.052203, 1.745823], [3.513050, 1.487920, 0.984925], [1.719009, -0.265995, -3.408192], [1.757213, -2.072601, -3.453794], [0.341711, -1.186242, -2.876270], [1.921788, -2.555930, -0.408732], [3.676531, -1.502383, -1.635945], [1.581371, 1.629933, -0.725379], [1.213684, 0.941626, 2.370434], [0.046211, -0.036289, 1.356273], [1.326844, -0.783497, 2.297254], [3.186133, 2.521780, 1.032987], [3.748548, 1.043288, 1.964149], [4.491694, 1.483020, 0.474797], [-2.498259, -0.080902, -0.305321], [-3.629260, 0.818660, 0.692225], [-4.652859, 2.274425, 0.093239], [-2.307993, 0.330223, -1.187616], [-1.637856, -0.624925, -0.061359], [-3.780135, 0.625218, 2.183963], [-5.650198, 2.400075, 0.482773], [-4.141214, 3.258108, -0.109461], [-4.967834, 1.872208, -0.904817]],
  "forces_ev_per_angstrom": [[0.5, 2.6, 0.0], [-0.4, -0.7, 0.6], [0.0, 3.0, 2.3], [0.0, 2.1, -2.7], [0.9, -1.7, -0.8], [-0.1, -1.4, 0.6], [0.2, -1.0, -1.1], [-0.8, -0.3, 0.1], [0.0, 0.3, -0.5], [1.1, -0.2, -0.2], [-0.2, -1.2, 0.4], [-0.4, -0.2, -0.2], [-0.4, 0.1, 0.6], [0.6, -1.8, 0.8], [-0.2, 0.0, 0.3], [-0.4, 0.4, -0.1], [-0.4, 0.1, -0.1], [-2.2, 0.9, 3.9], [1.3, -0.3, 0.4], [0.1, -0.4, -2.2], [0.2, 1.7, -4.2], [0.6, -1.3, 1.1], [0.1, -0.2, -0.7], [0.0, 0.2, 1.0], [-0.4, -1.1, 0.5], [0.5, 0.5, 0.2]],
  "homo_energy_ev": -8.361,
  "e_tot_ev": -29106.4632,
  "de_lowest_kj_mol": 119.5
}

***

Record 2
{
  "formula": "C22H64ClN10O18",
  "method": "the ωB97M-V functional and the def2-TZVPD basis",
  "species": ["Cl", "O", "O", "O", "O", "C", "O", "N", "N", "H", "H", "H", "H", "C", "O", "N", "N", "H", "H", "H", "H", "C", "O", "N", "N", "H", "H", "H", "H", "C", "O", "N", "N", "H", "H", "H", "H", "C", "O", "C", "C", "N", "C", "C", "O", "C", "H", "H", "H", "H", "H", "H", "H", "H", "H", "H", "H", "H", "H", "H", "H", "C", "O", "C", "C", "N", "C", "C", "O", "C", "H", "H", "H", "H", "H", "H", "H", "H", "H", "H", "H", "H", "H", "H", "H", "C", "C", "O", "O", "H", "H", "H", "H", "H", "H", "C", "C", "O", "O", "H", "H", "H", "H", "H", "H", "C", "C", "O", "O", "H", "H", "H", "H", "H", "H"],
  "xyz": [[-0.457567, -0.816444, -1.195520], [0.720886, -0.591341, -1.985842], [-0.982256, -2.105870, -1.482806], [-0.081302, -0.753514, 0.187458], [-1.408423, 0.268692, -1.377847], [-5.350052, 1.322553, -2.895434], [-5.432714, 0.742282, -3.982109], [-4.297031, 1.185414, -2.080421], [-6.185060, 2.323682, -2.563556], [-4.186248, 1.754762, -1.256582], [-3.449868, 0.641907, -2.145227], [-6.004184, 2.924769, -1.781342], [-7.016746, 2.489856, -3.094767], [-2.340886, -1.236193, -5.269483], [-3.494881, -0.813664, -5.248671], [-1.250139, -0.707189, -4.621150], [-1.947164, -2.116975, -6.252274], [-0.387712, -1.165629, -4.891449], [-1.248960, -0.039299, -3.875352], [-0.970844, -2.305937, -6.377756], [-2.605540, -2.442480, -6.931429], [1.513252, 2.686805, -3.892919], [2.038155, 1.725008, -4.463406], [0.784103, 2.627902, -2.757681], [1.588400, 3.934307, -4.458838], [0.621805, 3.503758, -2.303591], [0.592388, 1.681294, -2.470289], [0.997008, 4.672843, -4.129157], [2.230477, 4.099649, -5.207741], [-0.823437, 4.033253, 0.206539], [0.368503, 3.779468, 0.343131], [-1.341777, 5.267219, 0.490455], [-1.764326, 3.135254, -0.200295], [-0.676392, 5.805530, 1.021888], [-2.308425, 5.449131, 0.322644], [-1.347359, 2.255186, -0.485060], [-2.751333, 3.278056, -0.180374], [6.763272, 2.394570, 1.829457], [6.206001, 1.158670, 2.202060], [7.034020, 0.449950, 3.091433], [6.280149, -0.817280, 3.493346], [6.574766, -1.901133, 2.565859], [5.644887, -3.048180, 2.663671], [4.238251, -2.756456, 2.177087], [4.201405, -2.500280, 0.795797], [2.911638, -2.641535, 0.267586], [6.143089, 2.930309, 1.117102], [7.825950, 2.332083, 1.570939], [6.801677, 3.064309, 2.704928], [7.329069, 0.959730, 4.015949], [7.963214, 0.146421, 2.595335], [5.218298, -0.603317, 3.659798], [6.619582, -1.076811, 4.502564], [6.505626, -1.598870, 1.599657], [5.770442, -3.476466, 3.657442], [5.984684, -3.833649, 1.980339], [3.774898, -1.978558, 2.794767], [3.619749, -3.631467, 2.420732], [2.732909, -2.242245, -0.734260], [2.126212, -2.063992, 0.772289], [2.620752, -3.696063, 0.232155], [-3.822474, 3.570519, 4.485270], [-3.733482, 2.673958, 3.396552], [-2.616478, 1.790647, 3.386871], [-2.791227, 0.921436, 2.164365], [-4.100549, 0.263179, 2.086041], [-4.353516, -0.548199, 0.903301], [-5.847458, -0.478068, 0.638538], [-6.193887, 0.847590, 0.285415], [-7.581258, 0.918361, 0.016627], [-4.614617, 4.251000, 4.175711], [-2.937840, 4.123644, 4.816408], [-4.151233, 2.971795, 5.344731], [-2.622549, 1.048843, 4.201856], [-1.702024, 2.382598, 3.453183], [-1.989127, 0.169143, 2.194997], [-2.612774, 1.489167, 1.250604], [-3.964332, -0.464410, 2.789070], [-3.996945, -1.581641, 0.936796], [-3.922951, -0.113719, -0.002899], [-6.363158, -0.761490, 1.568055], [-6.184064, -1.228493, -0.086919], [-7.876553, 1.890703, -0.374490], [-8.208725, 0.758590, 0.901227], [-7.918843, 0.182502, -0.719607], [-0.731569, -4.801517, 1.235468], [-0.652496, -5.575015, 2.536888], [-1.919795, -5.624796, 3.182623], [-0.803695, -3.381255, 1.458422], [-1.704240, -4.998838, 0.765660], [0.089046, -4.917111, 0.521614], [0.092289, -5.140951, 3.210397], [-0.299102, -6.581351, 2.315502], [-2.245081, -4.718834, 3.223284], [-0.568328, -2.950918, 0.628257], [1.572586, 1.545424, 2.536756], [2.695494, 0.826726, 1.847757], [2.633895, 0.960690, 0.414412], [1.928140, 2.907918, 2.726678], [1.484891, 1.059558, 3.516173], [0.614379, 1.348004, 2.050254], [2.644602, -0.232232, 2.126482], [3.682150, 1.178922, 2.142968], [2.153186, 0.203100, 0.063420], [1.677978, 3.404183, 1.936860], [2.999733, -2.118147, -3.619366], [1.735187, -2.664345, -4.306712], [1.228273, -1.748495, -5.277395], [4.166837, -2.298395, -4.396227], [3.144897, -2.651865, -2.671106], [2.775291, -1.078049, -3.350617], [1.014461, -2.680000, -3.483441], [1.884259, -3.654183, -4.733014], [1.716038, -0.916839, -5.194297], [4.861878, -1.842810, -3.909235]],
  "forces_ev_per_angstrom": [[0.7, 0.8, 1.3], [0.1, 0.4, -0.7], [-0.8, -0.4, -0.4], [0.3, -0.3, 1.0], [-0.4, -0.2, -1.0], [1.2, -0.7, -3.5], [-0.8, 0.1, 1.5], [1.7, 0.3, 2.3], [-1.1, 1.2, 0.9], [-0.8, 0.1, 0.0], [-0.5, -0.5, -1.2], [-0.1, -0.1, 0.1], [0.1, -0.2, -0.2], [-0.7, 2.3, -1.3], [0.9, -0.8, 0.8], [-0.3, -1.1, -0.4], [0.4, -0.8, 0.3], [0.2, 0.5, 0.6], [-0.5, 0.0, 0.0], [0.1, -0.2, -0.2], [-0.1, 0.1, 0.1], [0.4, -0.6, -1.3], [-0.3, 0.3, 0.7], [0.5, -0.2, -1.2], [0.0, 0.4, 0.4], [-0.4, -0.4, 0.9], [-0.1, 0.2, 0.9], [0.1, 0.1, -0.1], [0.0, -0.1, -0.1], [-0.9, 0.1, 0.3], [-0.3, 0.0, -0.2], [1.2, -0.4, 0.0], [1.7, -0.5, -0.4], [-0.7, 0.6, -0.1], [-0.1, 0.5, 0.4], [-0.6, -0.2, -0.1], [-0.1, 0.1, 0.0], [0.3, 0.8, 1.3], [0.3, 0.4, -0.1], [-0.5, -1.1, 0.1], [0.5, 0.1, 0.3], [-0.6, -0.7, -0.2], [0.9, 0.3, -1.0], [-0.8, -0.7, 1.4], [0.5, 0.5, -0.1], [-1.4, 0.1, -0.3], [0.1, -0.5, -0.4], [-0.1, -0.3, -0.7], [-0.2, -0.1, 0.1], [-0.3, 0.7, -0.2], [0.1, 0.1, -0.1], [-0.1, 0.2, -0.5], [0.3, -0.4, -0.1], [0.0, 0.5, 0.1], [-0.7, 0.1, 0.2], [0.4, 0.1, 0.0], [0.0, 0.4, -0.4], [0.0, -0.2, -0.2], [1.2, 0.0, -0.1], [0.2, -0.3, 0.8], [-0.1, -0.1, 0.2], [-0.8, -1.0, 0.1], [0.9, 0.4, 0.1], [-1.3, -0.3, 0.0], [1.0, -0.1, -1.4], [1.0, -0.8, 1.3], [-0.6, 0.9, -1.4], [0.0, -0.6, 0.8], [-0.8, -0.3, -0.4], [-0.4, 0.1, 0.0], [0.1, 0.2, 0.4], [0.3, -0.1, -0.6], [-0.1, 0.3, 0.2], [-0.2, 0.5, 0.6], [0.3, -0.3, -0.4], [0.2, 0.1, -0.1], [-0.2, 0.0, 0.1], [-0.7, 0.3, 0.4], [0.0, 0.0, 0.2], [0.4, 0.0, 0.3], [-0.1, 0.2, 0.1], [0.2, 0.3, -0.5], [0.5, 0.1, 0.0], [0.3, -0.1, 0.3], [0.3, -0.1, -0.1], [-0.7, 1.4, -0.6], [0.3, 0.4, -0.3], [0.2, -0.2, -0.1], [0.3, -0.2, 0.8], [0.3, -0.9, -0.2], [0.0, -0.9, 0.3], [0.1, 0.2, -0.1], [-0.4, -0.2, 0.1], [0.0, 0.0, 0.0], [-0.2, 0.3, 0.1], [0.8, -0.2, 0.6], [-0.1, -0.8, -1.3], [0.3, -0.1, 0.4], [-0.7, 0.1, 0.2], [0.0, 0.4, 0.3], [0.0, 0.4, -0.3], [0.0, -0.1, -0.1], [-0.1, 0.3, 0.2], [-0.2, 0.2, 0.0], [-0.1, -0.2, -0.2], [-0.8, -0.8, 0.2], [0.6, 1.1, 1.2], [0.6, -0.4, -0.5], [0.1, 0.4, -0.2], [-0.3, -0.1, -0.1], [0.3, 0.1, -0.2], [-0.2, -0.4, -0.1], [0.0, 0.0, -0.2], [-0.1, 0.0, 0.0], [0.1, -0.1, -0.3]],
  "homo_energy_ev": -6.317,
  "e_tot_ev": -88124.4301,
  "charge": -1
}